A cluster of 2 separate species, C7H14Cl4NO in total at a distorted geometry. Source: the OMol25 dataset; level of theory: the ωB97M-V functional and the def2-TZVPD basis.

As for the highest occupied orbital energy: -13.18 eV. Its total energy is -2245.4990 Eh. The max |F| comes out at 4.210 eV/A. For the gap between HOMO and LUMO, the calculation gives 0.3057 Eh. The LUMO energy is -4.9 eV.

ORCA input file:
```
! wB97M-V def2-TZVPD RIJCOSX def2/J DEFGRID3
* xyz 1 1
C 3.2241 0.9607 0.0270
C 2.5274 -0.1165 -0.9799
C 3.2959 -1.5224 -0.6678
C 0.9793 -0.3689 -0.6615
N 0.0100 0.5120 -1.4182
Cl 0.6451 2.0393 -1.9209
C -1.1933 0.7266 -0.4986
C -1.9822 -0.6942 -0.5145
O -2.3682 -1.2320 0.5316
H 2.6887 0.8387 1.0243
H 4.3257 0.6899 0.0465
H 3.0399 2.0370 -0.3297
H 2.7546 0.1257 -2.0724
H 2.6345 -2.4338 -0.8222
H 4.2826 -1.5743 -1.2290
H 3.5718 -1.4796 0.4505
H 0.8501 -0.3329 0.4754
H 0.7432 -1.4504 -0.9728
H -0.3552 0.0282 -2.2668
H -0.8711 1.0153 0.5635
H -1.8778 1.5569 -0.8748
H -2.1045 -1.1722 -1.5549
C -4.8819 0.2899 2.7110
Cl -6.2550 -0.0245 1.6415
Cl -4.2137 1.9020 2.4073
Cl -5.3613 0.1255 4.4044
H -4.1086 -0.4461 2.5008
*
```

Results of the natural (NBO) charge analysis, in e, for atoms 1 through 6:
1 C -0.618
2 C -0.246
3 C -0.622
4 C -0.271
5 N -0.384
6 Cl 0.264